(1)
Computed, not measured: a 2-piece molecular cluster, C4H13N2O overall, with the ωB97M-V functional and the def2-TZVPD basis.

Each line ends with the Mulliken charge.
CARTESIAN COORDINATES (ANGSTROEM)
N: 1.07 -2.79 1.14  -0.747
C: 1.20 -1.49 1.84  -0.563
O: 0.50 -0.48 1.31  -0.819
H: 0.07 -2.91 0.97  0.285
H: 1.45 -2.66 0.20  0.270
H: 0.92 -1.71 2.90  0.281
H: 2.31 -1.31 1.86  0.302
C: 0.54 2.43 -0.31  -1.243
C: -0.71 1.66 -0.72  -0.277
N: -0.35 0.33 -1.17  -0.598
C: -1.53 -0.48 -1.36  -1.000
H: 0.30 3.45 -0.02  0.364
H: 1.26 2.46 -1.12  0.299
H: 0.99 1.90 0.53  0.268
H: -1.25 2.18 -1.52  0.436
H: -1.37 1.61 0.16  0.269
H: 0.17 -0.09 -0.38  0.503
H: -1.25 -1.47 -1.73  0.327
H: -2.13 -0.60 -0.45  0.298
H: -2.19 -0.04 -2.12  0.345

Computed properties:
E_LUMO in eV: 4.24
Highest occupied orbital energy in eV: -3.062
Frontier orbital gap in eV: 7.3
Charge: -1

(2)
Computed, not measured: a 2-piece molecular cluster, C4H13N2O overall, with the ωB97M-V functional and the def2-TZVPD basis.

Each line ends with the Mulliken charge.
CARTESIAN COORDINATES (ANGSTROEM)
C: 0.78 0.07 -2.20  -0.222
O: -0.19 -0.50 -1.33  -0.747
C: 1.81 -0.94 -2.65  -1.000
H: 1.34 0.91 -1.71  0.166
H: 0.29 0.55 -3.09  0.191
H: 2.11 -0.87 -3.69  0.303
H: 1.39 -1.91 -2.46  0.281
H: 2.74 -0.90 -2.05  0.224
C: -1.81 -0.68 1.12  -0.931
N: -1.03 0.49 0.84  -0.656
C: 0.05 0.80 1.70  -0.484
N: -0.38 1.38 3.00  -0.714
H: -2.20 -1.07 0.16  0.283
H: -1.21 -1.51 1.52  0.287
H: -2.70 -0.51 1.76  0.261
H: -0.50 0.16 -0.18  0.513
H: 0.67 1.58 1.26  0.281
H: 0.78 -0.03 1.83  0.404
H: -0.93 2.19 2.72  0.309
H: -1.01 0.80 3.46  0.252

Computed properties:
E_LUMO in eV: 4.33
Highest occupied orbital energy in eV: -3.074
Frontier orbital gap in eV: 7.4
Charge: -1

Most stable: (1)

(1)
Computed, not measured: a 13-piece molecular cluster, C5H37N2O13 overall, with the ωB97M-V functional and the def2-TZVPD basis.

Each line ends with the Mulliken charge.
CARTESIAN COORDINATES (ANGSTROEM)
N: -2.31 -1.28 -0.56  -0.061
C: -0.80 -1.07 -0.46  -0.289
C: -0.50 0.07 -1.36  0.109
N: 0.57 0.91 -1.25  0.715
C: 1.92 2.32 0.12  -1.119
C: 1.68 0.85 -0.23  0.837
C: 2.99 0.14 -0.78  -1.301
O: -1.23 0.06 -2.35  -0.731
H: -2.72 -0.37 -0.20  0.393
H: -2.70 -1.59 -1.47  0.374
H: -2.72 -1.99 0.12  0.404
H: -0.28 -1.86 -0.94  0.195
H: -0.58 -0.86 0.63  -0.025
H: 0.56 1.57 -2.03  0.037
H: 1.09 2.64 0.98  -0.040
H: 1.70 3.15 -0.63  0.373
H: 2.87 2.48 0.71  0.363
H: 1.41 0.31 0.69  0.042
H: 2.77 -0.77 -1.36  0.262
H: 3.39 -0.27 0.17  0.371
H: 3.57 0.77 -1.47  0.316
H: -0.73 4.94 -1.79  0.296
H: -0.67 3.55 -2.10  0.326
O: -0.70 4.38 -2.52  -0.625
H: 0.34 3.30 -3.89  0.319
H: 0.20 1.94 -4.51  0.334
O: 0.63 2.37 -3.70  -0.717
H: -2.32 -1.56 4.11  0.288
H: -0.90 -1.95 3.51  0.413
O: -1.72 -1.41 3.37  -0.810
H: -0.51 -4.22 2.98  0.324
H: 0.68 -3.29 2.62  0.381
O: -0.05 -3.35 3.22  -0.676
H: -0.83 3.03 1.66  0.277
H: -0.90 1.72 2.38  0.318
O: -1.01 2.13 1.52  -0.668
H: 0.84 -3.46 -2.29  0.262
H: 1.43 -2.22 -2.79  0.130
O: 1.06 -2.58 -2.10  -0.373
H: 1.40 -2.69 0.32  0.357
H: 2.44 -3.53 0.95  0.261
O: 1.60 -3.33 1.13  -0.643
H: -2.44 -1.95 2.10  0.423
H: -3.66 -2.89 1.99  0.290
O: -2.92 -2.44 1.48  -0.619
H: -0.34 1.93 4.57  0.322
H: -0.50 0.47 4.19  0.313
O: 0.02 1.29 3.93  -0.814
H: -2.42 1.52 0.48  0.342
H: -3.55 1.70 -0.50  0.347
O: -3.28 1.13 0.14  -0.649
H: 3.02 1.19 3.16  0.281
H: 1.57 0.81 3.54  0.399
O: 2.36 0.58 3.05  -0.583
H: 1.90 0.55 -4.34  0.328
H: 1.78 -0.91 -3.76  0.261
O: 2.27 -0.39 -4.53  -0.637

Computed properties:
E_LUMO in eV: -2.58
Highest occupied orbital energy in eV: -12.159
Frontier orbital gap in eV: 9.6
Charge: +1

(2)
Computed, not measured: a 13-piece molecular cluster, C5H37N2O13 overall, with the ωB97M-V functional and the def2-TZVPD basis.

Each line ends with the Mulliken charge.
CARTESIAN COORDINATES (ANGSTROEM)
N: 0.84 -0.42 2.05  -0.005
C: 1.86 -0.57 0.82  -0.790
C: 1.11 -0.03 -0.39  -0.249
N: -0.19 -0.85 -0.73  0.582
C: -2.36 -0.85 -1.97  -1.247
C: -0.82 -0.30 -1.90  0.650
C: -0.23 -0.81 -3.26  -0.279
O: 0.85 -1.26 -3.27  -0.443
H: 1.26 0.35 2.79  0.464
H: 0.64 -1.45 2.38  0.334
H: -0.03 -0.11 1.73  -0.048
H: 1.97 -1.66 0.61  0.407
H: 2.78 0.01 0.98  0.289
H: 1.57 0.05 -1.34  0.902
H: 0.82 0.97 -0.18  0.051
H: 0.04 -1.84 -0.68  -0.302
H: -2.40 -1.81 -1.41  0.276
H: -2.98 -0.20 -1.27  0.256
H: -2.80 -0.91 -2.94  0.457
H: -0.80 0.78 -2.00  -0.316
H: -0.80 -0.40 -4.14  0.349
H: 3.80 1.67 -1.99  0.258
H: 3.36 1.88 -3.32  0.254
O: 3.16 2.12 -2.49  -0.556
H: -0.50 -3.61 0.84  0.244
H: 0.95 -4.05 -0.04  0.361
O: 0.51 -3.53 0.70  -0.551
H: 0.80 2.12 -3.89  0.266
H: -0.25 3.13 -3.56  0.303
O: -0.09 2.18 -3.41  -0.563
H: -0.92 2.04 2.06  0.328
H: 0.13 2.30 0.85  0.040
O: -0.32 1.72 1.48  -0.590
H: -0.66 4.10 3.36  0.304
H: 0.23 4.69 2.47  0.316
O: 0.11 3.74 2.86  -0.587
H: -1.31 -2.22 4.16  0.210
H: -1.93 -2.94 2.87  0.310
O: -1.24 -2.46 3.32  -0.482
H: -3.76 -3.89 1.31  0.313
H: -4.14 -2.54 1.89  0.302
O: -3.52 -3.25 2.04  -0.649
H: 2.86 -0.67 4.11  0.246
H: 3.93 0.15 3.36  0.210
O: 3.16 -0.17 3.47  -0.477
H: -2.58 0.59 2.51  0.260
H: -1.87 0.68 1.12  0.269
O: -2.31 0.05 1.77  -0.539
H: 0.84 2.95 -1.61  0.292
H: 2.15 2.95 -1.00  0.273
O: 1.26 2.88 -0.73  -0.604
H: -2.08 3.01 -1.84  0.288
H: -1.73 3.89 -0.64  0.259
O: -1.55 3.72 -1.57  -0.572
H: 1.42 -4.36 -2.66  0.314
H: 0.66 -3.39 -1.91  0.288
O: 1.08 -4.17 -1.77  -0.679

Computed properties:
E_LUMO in eV: -2.39
Highest occupied orbital energy in eV: -10.961
Frontier orbital gap in eV: 8.6
Charge: +1

Most stable: (1)

(1)
Computed, not measured: C22H31N3O4S in the gas phase, with the ωB97M-V functional and the def2-TZVPD basis.

Each line ends with the Mulliken charge.
CARTESIAN COORDINATES (ANGSTROEM)
C: 0.21 4.74 1.39  -0.720
O: 0.12 3.43 1.93  -0.301
C: 1.24 2.70 1.88  0.407
O: 2.27 3.12 1.41  -0.728
C: 1.02 1.37 2.44  0.064
C: -0.15 0.89 3.01  -0.133
C: 0.10 -0.43 3.39  0.016
S: -1.04 -1.57 4.11  1.356
O: -2.06 -0.83 4.80  -0.685
O: -0.29 -2.58 4.80  -0.741
N: -1.67 -2.30 2.75  -0.226
C: -2.96 -1.88 2.25  -1.462
C: -2.92 -1.54 0.75  0.505
C: -1.99 -0.36 0.47  0.480
C: -1.92 -0.07 -1.03  -1.873
N: -1.52 -1.22 -1.82  0.367
C: -0.10 -1.53 -1.74  -1.041
C: 0.71 -0.47 -2.44  0.399
C: 1.61 0.31 -1.72  -0.034
C: 2.40 1.27 -2.33  0.655
C: 3.39 2.06 -1.54  -1.082
C: 2.26 1.46 -3.70  -0.884
C: 1.36 0.70 -4.43  -0.989
C: 0.59 -0.28 -3.82  0.888
C: -0.36 -1.11 -4.63  -1.450
C: -2.40 -2.35 -1.56  -1.356
C: -2.48 -2.74 -0.08  -0.771
C: 1.41 -0.72 3.04  -1.008
N: 1.96 0.37 2.48  0.197
C: 3.32 0.44 2.02  -1.015
H: -0.76 5.21 1.56  0.249
H: 1.00 5.30 1.89  0.315
H: 0.43 4.70 0.32  0.298
H: -1.06 1.43 3.15  0.732
H: -1.52 -3.30 2.77  0.350
H: -3.73 -2.64 2.43  0.425
H: -3.23 -0.99 2.83  0.581
H: -3.94 -1.26 0.45  0.282
H: -2.35 0.54 0.99  0.645
H: -1.00 -0.59 0.86  -0.559
H: -1.21 0.73 -1.23  0.536
H: -2.90 0.24 -1.39  0.470
H: 0.06 -2.49 -2.24  0.670
H: 0.25 -1.63 -0.70  0.319
H: 1.69 0.16 -0.65  0.171
H: 4.22 1.42 -1.22  0.292
H: 2.94 2.49 -0.65  0.077
H: 3.81 2.87 -2.14  0.356
H: 2.86 2.21 -4.20  0.377
H: 1.27 0.86 -5.49  0.363
H: -0.01 -2.14 -4.67  0.293
H: -1.35 -1.10 -4.18  0.241
H: -0.42 -0.73 -5.65  0.408
H: -2.06 -3.20 -2.16  0.514
H: -3.40 -2.06 -1.91  0.462
H: -1.50 -3.07 0.26  0.360
H: -3.18 -3.57 0.04  0.405
H: 1.95 -1.63 3.19  0.516
H: 4.00 0.15 2.82  0.360
H: 3.47 -0.24 1.18  0.360
H: 3.55 1.45 1.70  0.292

Computed properties:
E_LUMO in eV: 0.57
Highest occupied orbital energy in eV: -8.332
Frontier orbital gap in eV: 8.9
SMILES string: COC(=O)c1cc(S(=O)(=O)NCC2CCN(Cc3cc(C)ccc3C)CC2)cn1C

(2)
Computed, not measured: C22H31N3O4S in the gas phase, with the ωB97M-V functional and the def2-TZVPD basis.

Each line ends with the Mulliken charge.
CARTESIAN COORDINATES (ANGSTROEM)
C: 5.70 2.56 -0.29  -1.334
C: 4.33 2.06 -0.71  0.920
O: 3.60 2.72 -1.41  -0.620
N: 3.98 0.81 -0.27  0.161
C: 2.85 0.11 -0.68  -0.166
C: 1.76 0.56 -1.41  -1.537
C: 0.75 -0.35 -1.69  -0.201
C: 0.83 -1.65 -1.26  0.030
S: -0.53 -2.78 -1.58  1.190
O: 0.01 -4.10 -1.70  -0.742
O: -1.31 -2.23 -2.65  -0.738
N: -1.50 -2.78 -0.23  0.234
C: -1.03 -3.44 0.96  -1.036
C: -0.41 -2.45 1.95  0.130
C: -1.41 -1.33 2.25  -1.315
C: -1.83 -0.62 0.95  1.562
C: -2.93 0.39 1.25  0.026
O: -3.64 0.25 2.23  -0.717
N: -3.10 1.42 0.40  0.104
C: -2.41 1.68 -0.85  -0.069
C: -3.37 1.55 -2.03  -0.451
C: -4.56 2.49 -1.85  -0.828
C: -5.23 2.22 -0.50  -0.588
C: -4.20 2.34 0.62  -0.995
C: -2.40 -1.68 -0.02  -1.110
C: 1.94 -2.12 -0.56  -0.980
C: 2.95 -1.23 -0.28  1.402
C: 4.26 -1.45 0.41  -1.086
C: 4.74 -0.01 0.68  -0.210
C: 4.40 0.41 2.11  -1.356
H: 5.83 3.56 -0.69  0.366
H: 6.47 1.91 -0.70  0.311
H: 5.80 2.59 0.79  0.290
H: 1.71 1.58 -1.74  0.562
H: -0.11 -0.06 -2.28  0.874
H: -0.31 -4.19 0.64  0.421
H: -1.88 -3.94 1.43  0.419
H: 0.50 -2.02 1.53  -0.197
H: -0.16 -2.97 2.87  0.510
H: -0.97 -0.60 2.93  0.436
H: -2.30 -1.73 2.72  0.380
H: -0.95 -0.14 0.51  -0.193
H: -2.02 2.71 -0.81  0.430
H: -1.57 1.00 -0.97  -0.465
H: -3.73 0.52 -2.09  0.215
H: -2.84 1.78 -2.96  0.394
H: -4.21 3.53 -1.88  0.334
H: -5.28 2.36 -2.66  0.392
H: -5.65 1.21 -0.50  0.303
H: -6.04 2.93 -0.33  0.357
H: -3.80 3.36 0.66  0.380
H: -4.65 2.09 1.58  0.452
H: -2.60 -1.26 -1.00  0.318
H: -3.33 -2.07 0.40  0.290
H: 1.99 -3.16 -0.28  0.520
H: 4.16 -2.02 1.34  0.379
H: 4.94 -1.99 -0.25  0.275
H: 5.81 0.10 0.50  0.507
H: 4.62 1.46 2.28  0.372
H: 4.98 -0.18 2.82  0.394
H: 3.34 0.25 2.30  0.292

Computed properties:
E_LUMO in eV: 0.45
Highest occupied orbital energy in eV: -8.670
Frontier orbital gap in eV: 9.1
SMILES string: CC(=O)N1c2ccc(S(=O)(=O)N3CCC[C@H](C(=O)N4CCCCC4)C3)cc2C[C@@H]1C

Most stable: (2)

(1)
Computed, not measured: a 2-piece molecular cluster, C3H8O3S overall, with the ωB97M-V functional and the def2-TZVPD basis.

Each line ends with the Mulliken charge.
CARTESIAN COORDINATES (ANGSTROEM)
O: -0.62 -2.24 -1.86  -0.552
C: 0.07 -1.32 -1.55  0.430
O: 1.25 -1.05 -2.12  -0.425
C: -0.27 -0.35 -0.44  -0.522
C: 0.30 1.04 -0.64  -0.443
S: -0.94 2.28 -0.09  -0.253
H: 1.43 -1.69 -2.83  0.340
H: 0.03 -0.85 0.49  0.231
H: -1.34 -0.22 -0.45  0.353
H: 1.27 1.26 -0.21  0.384
H: 0.39 1.21 -1.72  0.332
H: -0.16 3.36 -0.24  0.126
O: 0.87 -0.73 5.54  -0.638
H: 0.23 -0.91 6.24  0.321
H: 0.85 -1.50 4.97  0.317

Computed properties:
E_LUMO in eV: 0.54
Highest occupied orbital energy in eV: -9.194
Frontier orbital gap in eV: 9.7
SMILES string: O=C(O)CCS.O

(2)
Computed, not measured: a 2-piece molecular cluster, C3H8O3S overall, with the ωB97M-V functional and the def2-TZVPD basis.

Each line ends with the Mulliken charge.
CARTESIAN COORDINATES (ANGSTROEM)
O: 1.38 0.78 0.14  -0.541
C: 0.19 0.69 0.13  0.476
O: -0.58 1.21 1.12  -0.455
C: -0.67 -0.05 -0.87  -0.297
C: -0.14 0.17 -2.29  -0.688
S: -0.90 -0.98 -3.47  -0.223
H: 0.06 1.48 1.81  0.347
H: -0.56 -1.11 -0.65  0.311
H: -1.70 0.32 -0.84  0.258
H: 0.93 -0.01 -2.34  0.309
H: -0.35 1.18 -2.64  0.383
H: -1.62 -0.14 -4.22  0.122
O: 1.31 -1.06 5.09  -0.637
H: 0.76 -1.71 4.64  0.319
H: 1.90 -0.77 4.38  0.318

Computed properties:
E_LUMO in eV: 0.36
Highest occupied orbital energy in eV: -9.349
Frontier orbital gap in eV: 9.7
SMILES string: O=C(O)CCS.O

Most stable: (2)

(1)
Computed, not measured: C3H10NO2P as an isolated structure, with the ωB97M-V functional and the def2-TZVPD basis.

Each line ends with the Mulliken charge.
CARTESIAN COORDINATES (ANGSTROEM)
C: 2.04 -0.17 1.07  -1.056
C: 1.21 0.31 -1.14  -0.827
C: -2.84 0.66 0.19  -0.652
N: 0.87 0.17 0.27  0.358
O: -1.30 -2.11 -0.05  -0.773
O: -1.45 0.68 0.08  -0.239
P: -0.52 -0.24 1.00  0.247
H: 1.84 -0.80 1.98  0.355
H: 2.68 -0.90 0.60  0.361
H: 2.58 0.76 1.39  0.293
H: 0.46 0.46 -1.99  0.266
H: 2.07 1.02 -1.26  0.364
H: 1.64 -0.72 -1.49  0.273
H: -3.24 0.65 -0.79  0.256
H: -3.20 1.66 0.55  0.270
H: -3.29 -0.08 0.93  0.276
H: -1.19 -2.98 0.43  0.227

Computed properties:
E_LUMO in eV: 0.87
Highest occupied orbital energy in eV: -8.760
Frontier orbital gap in eV: 9.6

(2)
Computed, not measured: a 2-piece molecular cluster, C3H10NO2P overall, with the ωB97M-V functional and the def2-TZVPD basis.

Each line ends with the Mulliken charge.
CARTESIAN COORDINATES (ANGSTROEM)
C: 0.89 1.95 0.24  -1.211
C: 1.84 -0.42 -0.22  -1.250
C: 0.64 0.51 -0.01  0.944
N: -0.51 0.06 -0.02  -0.004
O: -2.88 -0.43 0.18  -0.680
O: -1.29 -2.95 -0.04  -0.677
P: -2.13 0.85 0.28  0.008
H: 1.21 2.20 1.23  0.283
H: -0.05 2.47 0.09  0.354
H: 1.84 2.37 -0.37  0.283
H: 1.59 -1.39 0.19  0.400
H: 2.73 -0.18 0.23  0.406
H: 2.05 -0.25 -1.33  0.278
H: -1.37 -3.05 0.90  0.326
H: -1.82 -2.14 -0.22  0.356
H: -0.53 -0.95 -0.06  0.213
H: -2.22 1.35 -1.05  -0.028

Computed properties:
E_LUMO in eV: 0.33
Highest occupied orbital energy in eV: -7.744
Frontier orbital gap in eV: 8.1

Most stable: (2)